1.
Below is a molecular structure, C70H46Br6F4O20 at a distorted geometry, with properties calculated with the ωB97M-V functional and the def2-TZVPD basis.

Calculated values
Multiplicity: 2
HOMO (spin up / spin down) in eV: -11.0 / -11.0
Kohn-Sham gap (spin up / spin down) in eV: 5.78 / 2.74
Total charge: +1
⟨S²⟩: 0.777
Total energy in a.u.: -20043.03836
Lowest unoccupied orbital energy (spin up / spin down) in eV: -5.19 / -8.23

The geometry in XYZ format:
```
146
C70H46Br6F4O20, DFT the ωB97M-V functional and the def2-TZVPD basis
C 10.061 -13.612 23.845
C 10.654 -14.780 24.458
O 9.773 -15.134 25.536
C 8.630 -14.524 25.380
O 7.650 -14.579 26.117
O 8.687 -13.739 24.276
F 11.926 -14.563 24.803
H 10.086 -13.613 22.756
H 10.401 -12.632 24.180
H 10.529 -15.615 23.769
C 18.917 -19.849 19.503
C 18.881 -18.462 20.004
O 17.507 -18.229 20.141
C 16.864 -19.450 20.326
O 15.817 -19.634 20.910
O 17.684 -20.416 20.008
F 19.153 -17.534 19.105
H 19.769 -20.483 19.750
H 18.702 -19.946 18.439
H 19.521 -18.352 20.879
C 25.218 -20.898 21.871
C 24.278 -21.924 21.365
O 23.257 -21.946 22.342
C 23.187 -20.721 22.846
O 22.227 -20.187 23.480
O 24.316 -20.010 22.472
F 24.842 -23.100 21.133
H 25.804 -20.457 21.064
H 25.910 -21.289 22.617
H 23.894 -21.584 20.403
C 15.895 -15.043 20.613
C 15.197 -14.634 19.316
O 16.292 -13.915 18.705
C 17.442 -14.210 19.291
O 18.538 -13.645 19.066
O 17.294 -14.959 20.360
F 14.248 -13.728 19.559
H 15.501 -16.028 20.864
H 15.586 -14.453 21.476
H 14.768 -15.511 18.831
C 7.567 -10.217 29.522
C 7.748 -10.351 28.149
C 8.901 -11.040 27.734
C 9.787 -11.602 28.663
C 9.578 -11.421 30.013
C 8.526 -10.642 30.414
C 10.391 -12.209 31.014
O 10.243 -11.991 32.200
C 11.503 -13.067 30.454
C 12.273 -13.940 31.258
C 13.219 -14.854 30.722
C 13.442 -14.900 29.424
C 12.720 -13.987 28.625
C 11.710 -13.114 29.053
C 10.886 -12.341 28.070
O 11.092 -12.418 26.835
H 6.689 -9.662 29.820
H 7.154 -9.841 27.405
H 9.228 -11.056 26.705
H 8.340 -10.449 31.460
H 12.102 -14.089 32.314
H 13.741 -15.589 31.316
H 14.150 -15.607 29.016
H 13.053 -14.013 27.598
C 17.651 -26.270 30.440
C 16.701 -26.954 31.171
C 15.634 -26.213 31.704
C 15.374 -24.890 31.413
C 16.236 -24.263 30.519
C 17.402 -24.963 30.053
C 16.049 -22.843 30.094
O 16.883 -22.213 29.439
C 14.782 -22.211 30.393
C 14.590 -20.892 30.017
C 13.389 -20.262 30.312
C 12.499 -20.859 31.173
C 12.687 -22.202 31.616
C 13.838 -22.833 31.273
C 14.146 -24.157 31.981
O 13.439 -24.573 32.909
H 18.425 -26.868 29.983
H 16.832 -28.001 31.403
H 14.943 -26.744 32.341
H 18.169 -24.566 29.404
H 15.248 -20.423 29.300
H 13.181 -19.256 29.979
H 11.649 -20.283 31.509
H 11.996 -22.651 32.314
C 14.547 -18.263 26.883
C 13.980 -17.149 26.300
C 14.720 -16.487 25.307
C 16.020 -16.812 24.996
C 16.548 -18.071 25.449
C 15.744 -18.791 26.382
C 17.970 -18.546 24.995
O 18.468 -19.549 25.396
C 18.773 -17.560 24.227
C 20.109 -17.871 23.800
C 20.892 -16.985 23.133
C 20.299 -15.794 22.696
C 18.980 -15.412 23.068
C 18.205 -16.286 23.805
C 16.790 -15.954 24.032
O 16.316 -14.851 23.644
H 14.191 -18.696 27.806
H 13.172 -16.672 26.834
H 14.386 -15.513 24.981
H 16.169 -19.728 26.709
H 20.410 -18.899 23.942
H 21.923 -17.260 22.967
H 20.887 -15.078 22.141
H 18.612 -14.448 22.751
C 25.948 -17.154 20.965
C 24.583 -16.777 21.164
C 23.626 -17.178 20.291
C 23.901 -18.052 19.252
C 25.258 -18.440 19.020
C 26.259 -17.962 19.850
C 25.639 -19.409 17.933
O 26.789 -19.896 17.686
C 24.475 -19.883 17.035
C 24.835 -20.763 15.976
C 23.822 -21.056 15.013
C 22.553 -20.645 15.202
C 22.209 -19.848 16.253
C 23.168 -19.442 17.202
C 22.754 -18.594 18.469
O 21.565 -18.354 18.608
H 26.792 -16.712 21.473
H 24.307 -16.077 21.939
H 22.594 -16.968 20.528
H 27.271 -18.281 19.650
H 25.847 -21.133 15.912
H 24.105 -21.410 14.033
H 21.777 -20.911 14.499
H 21.190 -19.502 16.350
C 16.104 -17.393 31.807
Br 14.587 -17.775 32.946
Br 15.814 -17.702 29.883
Br 17.652 -18.378 32.442
H 16.383 -16.348 31.943
C 21.231 -10.689 22.424
Br 21.443 -9.509 20.849
Br 19.626 -11.831 22.327
Br 21.344 -9.575 24.046
H 22.122 -11.318 22.423
```

=====

2.
Below is a molecular structure, C70H52N8PSTl at a distorted geometry, with properties calculated with the ωB97M-V functional and the def2-TZVPD basis.

Calculated values
Energy relative to the best compared isomer or geometry (same formula, charge and spin) in kcal/mol: 22.5
HOMO in eV: -1.2
Kohn-Sham gap in eV: 5.28
Total charge: -2
Total energy in a.u.: -4048.58519
Lowest unoccupied orbital energy in eV: 4.06

The geometry in XYZ format:
```
133
C70H52N8PSTl, DFT the ωB97M-V functional and the def2-TZVPD basis
Tl -0.769 0.265 0.382
C -0.051 1.648 -6.996
C -0.262 2.742 -6.174
C -0.430 2.580 -4.808
C -0.404 1.316 -4.239
C -0.181 0.221 -5.074
C -0.007 0.381 -6.435
C -0.529 1.035 -2.760
C 0.855 0.880 -2.207
C 2.031 1.034 -2.926
C 3.072 1.017 -1.992
C 2.486 0.851 -0.745
N 1.133 0.748 -0.878
C 3.235 0.819 0.542
C 2.464 1.003 1.809
C 3.374 0.987 3.048
C 2.219 -0.642 3.803
C 0.886 -0.888 3.126
C 0.112 -2.051 3.362
C 0.261 -2.783 4.608
C 0.145 -4.180 4.675
C 0.128 -4.840 5.886
C 0.277 -4.137 7.074
C 0.446 -2.759 7.029
C 0.427 -2.095 5.822
C -0.999 -2.403 2.528
N -1.259 -1.950 1.287
C -2.462 -2.488 0.878
C -3.103 -2.286 -0.339
C -4.550 -2.610 -0.386
C -5.078 -3.804 -0.853
C -6.450 -3.999 -0.878
C -7.309 -3.004 -0.443
C -6.789 -1.805 0.019
C -5.422 -1.610 0.044
C -2.638 -1.574 -1.463
C -3.364 -1.290 -2.646
C -2.638 -0.340 -3.338
C -1.485 -0.080 -2.568
N -1.467 -0.862 -1.483
C -2.979 -3.307 1.931
C -2.068 -3.276 2.939
N 0.414 -0.021 2.273
C 4.572 1.466 0.495
C 4.657 2.828 0.213
C 5.878 3.473 0.219
C 7.034 2.773 0.526
C 6.960 1.420 0.809
C 5.739 0.770 0.787
H 0.071 1.776 -8.065
H -0.288 3.734 -6.605
H -0.585 3.437 -4.171
H -0.132 -0.765 -4.637
H 0.166 -0.488 -7.058
H 2.140 1.136 -3.991
H 4.120 1.154 -2.198
H 4.231 1.658 3.074
H 2.396 -1.371 4.592
H 0.046 -4.740 3.755
H -0.002 -5.917 5.914
H 0.242 -4.651 8.025
H 0.565 -2.200 7.952
H 0.487 -1.016 5.808
H -4.413 -4.584 -1.196
H -6.855 -4.935 -1.241
H -8.381 -3.160 -0.470
H -7.455 -1.021 0.358
H -5.008 -0.676 0.394
H -4.302 -1.733 -2.931
H -2.902 0.138 -4.265
H -3.907 -3.849 1.890
H -2.157 -3.761 3.894
H 3.753 3.371 -0.016
H 5.938 4.530 -0.008
H 7.991 3.278 0.543
H 7.858 0.868 1.059
H 5.682 -0.286 1.000
N -3.664 1.879 -0.475
C -2.281 2.012 -0.204
S -1.361 2.568 -1.874
N -2.019 2.830 0.872
N -1.054 2.399 1.602
C -0.472 2.866 2.684
C -0.914 3.960 3.533
C 0.000 4.695 4.299
C -0.427 5.640 5.208
C -1.782 5.879 5.385
C -2.699 5.184 4.608
C -2.275 4.251 3.684
C 0.686 2.061 3.057
C 1.313 1.838 4.228
C 2.444 0.854 4.248
C 3.453 -0.528 2.817
C 2.944 -0.402 1.403
N 1.092 1.206 1.981
H -3.816 1.341 -1.322
H -4.110 2.789 -0.577
H 1.056 4.514 4.158
H 0.295 6.192 5.800
H -2.117 6.602 6.119
H -3.758 5.362 4.754
H -2.986 3.701 3.086
H 1.048 2.336 5.148
H 2.959 0.883 5.214
H 4.310 -1.163 3.074
H 2.302 -1.147 0.948
C 0.934 -3.639 -0.496
P 1.716 -2.301 -1.510
C 1.189 -2.853 -3.175
C -0.079 -3.387 -3.392
C -0.484 -3.736 -4.668
C 0.361 -3.545 -5.748
C 1.611 -2.981 -5.546
C 2.019 -2.633 -4.272
C 3.439 -2.982 -1.601
C 4.467 -2.046 -1.595
C 5.789 -2.440 -1.688
C 6.102 -3.783 -1.788
C 5.087 -4.725 -1.783
C 3.763 -4.332 -1.688
H 0.867 -4.588 -1.028
H -0.059 -3.295 -0.214
H 1.515 -3.761 0.418
H -0.759 -3.512 -2.563
H -1.470 -4.156 -4.822
H 0.044 -3.823 -6.745
H 2.269 -2.806 -6.388
H 2.989 -2.180 -4.118
H 4.202 -1.001 -1.529
H 6.574 -1.695 -1.689
H 7.134 -4.098 -1.881
H 5.331 -5.777 -1.859
H 2.988 -5.087 -1.690
```

=====

3.
Below is a molecular structure, C70H60N4O2S2SbSnTe, with properties calculated with the ωB97M-V functional and the def2-TZVPD basis.

Calculated values
Energy relative to the best compared isomer or geometry (same formula, charge and spin) in kcal/mol: 0.0
HOMO in eV: -9.6
Kohn-Sham gap in eV: 6.71
Total charge: +1
Total energy in a.u.: -4591.80119
Lowest unoccupied orbital energy in eV: -2.88

The geometry in XYZ format:
```
141
C70H60N4O2S2SbSnTe, DFT the ωB97M-V functional and the def2-TZVPD basis
Sn 0.010 0.223 -0.296
S 5.127 -2.364 1.066
C 6.467 -3.075 1.837
C 6.677 -2.556 3.079
C 5.715 -1.573 3.416
C 4.796 -1.356 2.422
C 3.640 -0.453 2.465
C 2.799 -0.282 1.344
N 1.717 0.473 1.368
C 1.381 1.129 2.499
C 2.124 0.996 3.672
C 1.648 1.626 4.876
C 0.498 2.332 4.883
C -0.255 2.528 3.674
C -1.448 3.263 3.616
C -2.103 3.443 2.414
C -1.497 2.893 1.265
N -0.394 2.179 1.300
C 0.211 1.964 2.484
C -3.387 4.146 2.319
C -4.117 4.703 3.332
C -5.354 5.243 2.897
C -5.548 5.079 1.560
S -4.229 4.288 0.822
C 3.278 0.203 3.624
H 7.044 -3.830 1.326
H 7.486 -2.860 3.728
H 5.714 -1.048 4.361
H 3.022 -0.762 0.397
H 2.224 1.499 5.785
H 0.131 2.781 5.799
H -1.849 3.679 4.531
H -1.918 3.060 0.276
H -3.792 4.725 4.363
H -6.066 5.730 3.548
H -6.390 5.398 0.965
H 3.856 0.074 4.531
C 3.249 2.453 -6.513
C 2.839 1.880 -5.182
C 3.696 1.092 -4.434
C 3.340 0.544 -3.195
C 4.354 -0.204 -2.399
O 4.363 -0.173 -1.184
C 5.411 -0.988 -3.113
C 5.132 -1.724 -4.261
C 6.118 -2.508 -4.842
C 7.392 -2.539 -4.291
C 7.676 -1.801 -3.149
C 6.685 -1.039 -2.552
C 2.051 0.782 -2.684
O 1.635 0.247 -1.541
C 1.178 1.588 -3.446
C 1.568 2.116 -4.662
C -0.174 1.798 -2.858
N -0.389 2.575 -1.865
C 0.666 3.477 -1.413
C 0.487 4.880 -2.010
Te -1.508 5.665 -2.004
C -2.218 4.461 -3.579
C -1.514 4.327 -4.771
C -2.001 3.511 -5.783
C -3.207 2.839 -5.623
C -3.924 2.991 -4.446
C -3.429 3.792 -3.425
C -1.277 0.907 -3.322
C -1.078 0.011 -4.371
C -2.098 -0.844 -4.769
C -3.321 -0.820 -4.114
C -3.528 0.072 -3.069
C -2.518 0.935 -2.682
H 4.308 2.287 -6.702
H 3.065 3.528 -6.555
H 2.689 1.993 -7.330
H 4.697 0.913 -4.805
H 4.139 -1.692 -4.694
H 5.894 -3.090 -5.726
H 8.165 -3.139 -4.753
H 8.670 -1.824 -2.722
H 6.883 -0.476 -1.648
H 0.859 2.722 -5.220
H 1.660 3.111 -1.693
H 0.626 3.531 -0.326
H 0.829 4.898 -3.045
H 1.081 5.613 -1.462
H -0.587 4.868 -4.925
H -1.445 3.415 -6.708
H -3.588 2.208 -6.416
H -4.866 2.472 -4.313
H -3.982 3.878 -2.496
H -0.124 -0.016 -4.882
H -1.935 -1.528 -5.592
H -4.114 -1.491 -4.421
H -4.486 0.101 -2.563
H -2.675 1.657 -1.891
N -0.396 -2.159 -1.754
H -0.118 -1.887 -2.692
H -1.329 -2.556 -1.813
H 0.222 -2.908 -1.462
C 1.662 -3.042 3.990
C 0.403 -3.652 4.544
C 0.483 -4.563 5.596
C -0.655 -5.148 6.128
C -1.903 -4.833 5.611
C -1.998 -3.932 4.561
C -0.858 -3.334 4.028
Sb -1.085 -2.027 2.347
C -2.334 -3.387 1.267
C -3.717 -3.237 1.210
C -4.502 -4.120 0.479
C -3.900 -5.168 -0.200
C -2.524 -5.338 -0.127
C -1.726 -4.465 0.607
C -0.248 -4.737 0.733
C -2.534 -0.721 3.246
C -2.469 -0.607 4.639
C -3.287 0.271 5.332
C -4.198 1.052 4.633
C -4.258 0.962 3.254
C -3.426 0.097 2.539
C -3.544 0.109 1.036
H 2.534 -3.340 4.573
H 1.604 -1.954 4.003
H 1.840 -3.344 2.953
H 1.456 -4.818 6.002
H -0.567 -5.854 6.945
H -2.797 -5.288 6.019
H -2.974 -3.695 4.152
H -4.196 -2.431 1.754
H -5.577 -3.993 0.449
H -4.500 -5.862 -0.776
H -2.060 -6.175 -0.639
H 0.087 -5.464 -0.006
H -0.014 -5.139 1.724
H 0.354 -3.830 0.613
H -1.783 -1.234 5.198
H -3.226 0.329 6.412
H -4.857 1.730 5.160
H -4.962 1.583 2.708
H -4.553 -0.167 0.719
H -2.857 -0.578 0.544
H -3.349 1.113 0.649
```